1.
# C2H11N3O2

3 unconnected molecules or ions with the total composition C2H11N3O2 in a non-equilibrium geometry (wB97M-V/def2-TZVPD, the Open Molecules 2025 dataset).

Element x y z (Å)
H (-0.76454, 3.00000, -0.64331)
N (-0.79905, 2.01015, -0.41591)
C (0.37079, 1.54048, -0.68884)
N (1.53596, 2.31853, -0.82757)
N (0.64698, 0.22079, -0.90782)
C (-0.09878, -0.93780, -0.34854)
H (2.25785, 1.77125, -1.25242)
H (1.39059, 3.30101, -0.77530)
H (1.60130, -0.06828, -1.03845)
H (-1.05829, -0.54405, -0.01906)
H (0.42006, -1.22667, 0.55287)
H (-0.12420, -1.71676, -1.10462)
O (0.87939, -4.12403, 1.45011)
H (1.18449, -3.38225, 0.93649)
H (1.34163, -4.06762, 2.27608)
O (-2.97945, 0.25133, 1.11388)
H (-2.47562, 0.53670, 0.33621)
H (-3.32913, 1.11720, 1.35620)

Properties
Lowest unoccupied orbital energy ... 0.510 eV
Structure (SMILES) ... [H]/N=C(\N)NC.O.O
Gap between HOMO and LUMO ... 9.6 eV
Charge ... 0
Energy ... -10817.3290 eV
Energy above the lowest of the compared OMol25 structures with the same formula, charge and spin ... 100.9 kJ/mol
Highest occupied orbital energy ... -9.08 eV

***

2.
# C6H15NO

2 unconnected molecules or ions with the total composition C6H15NO in a non-equilibrium geometry (wB97M-V/def2-TZVPD, the Open Molecules 2025 dataset).

Element x y z (Å)
C (-1.83981, 1.25072, -1.09589)
C (-0.56110, 0.46440, -1.27872)
N (-0.19350, -0.16048, -0.03776)
C (1.24774, -0.64769, -0.09301)
C (1.96672, 0.66531, 0.31540)
C (1.08932, 1.28103, 1.37889)
C (-0.26920, 0.59891, 1.24244)
H (-2.10276, 1.56536, -0.01181)
H (-2.83122, 0.75215, -1.42594)
H (-1.65921, 2.21522, -1.69248)
H (-0.53546, -0.27982, -2.08825)
H (0.16372, 1.31628, -1.71094)
H (1.58246, -1.08531, -1.05208)
H (1.32446, -1.40814, 0.74933)
H (2.96486, 0.48043, 0.84255)
H (2.10978, 1.32667, -0.51638)
H (0.82047, 2.50401, 1.31057)
H (1.55023, 1.21794, 2.30049)
H (-0.52641, -0.16692, 2.18165)
H (-1.19306, 1.32598, 1.18265)
O (-1.02491, -3.12676, -0.35184)
H (-0.81135, -2.12638, -0.31234)
H (-1.10470, -3.17603, 0.50737)

Properties
Lowest unoccupied orbital energy ... 0.881 eV
Structure (SMILES) ... CCN1CCCC1.O
Gap between HOMO and LUMO ... 9.7 eV
Charge ... 0
Energy ... -10000.2122 eV
Energy above the lowest of the compared OMol25 structures with the same formula, charge and spin ... 342.0 kJ/mol
Highest occupied orbital energy ... -8.85 eV

***

3.
# C34H30BN5O2STc

A molecular structure, C34H30BN5O2STc (wB97M-V/def2-TZVPD, the Open Molecules 2025 dataset).

Element x y z (Å)
Tc (0.31282, -0.58766, 0.70576)
C (1.87295, 0.86241, 2.81019)
N (1.98196, 0.69496, 1.33400)
C (1.78550, 1.97967, 0.58240)
C (1.33745, 1.67458, -0.82019)
C (1.74426, 2.34819, -1.94093)
C (1.29813, 1.89033, -3.23210)
C (0.37587, 0.91634, -3.33359)
C (-0.26813, 0.35975, -2.11697)
N (0.48282, 0.63012, -0.88926)
C (3.27396, 0.06966, 0.92073)
C (3.17279, -1.41807, 0.73907)
C (4.27810, -2.24415, 0.80095)
C (4.11586, -3.60340, 0.58619)
C (2.84659, -4.09753, 0.31860)
C (1.79132, -3.21294, 0.26396)
N (1.94980, -1.89105, 0.46084)
C (1.37924, -0.39838, 3.49140)
C (1.65367, -0.66869, 4.81805)
C (1.07629, -1.77857, 5.41674)
C (0.23848, -2.59492, 4.67062)
C (0.01213, -2.27492, 3.35037)
N (0.57291, -1.19908, 2.76726)
H (1.14511, 1.65198, 3.00028)
H (2.82019, 1.18246, 3.24361)
H (2.69190, 2.58525, 0.59465)
H (0.98932, 2.52955, 1.08173)
H (2.44529, 3.17044, -1.85860)
H (1.71741, 2.34242, -4.12297)
H (0.01683, 0.57932, -4.30186)
H (-1.25796, 0.82376, -2.00459)
H (4.05701, 0.31132, 1.63788)
H (3.57054, 0.50734, -0.03286)
H (5.25163, -1.82572, 1.02692)
H (4.96953, -4.27104, 0.63453)
H (2.67253, -5.15347, 0.15464)
H (0.78053, -3.54398, 0.05829)
H (2.31244, -0.01330, 5.37471)
H (1.28124, -2.00549, 6.45658)
H (-0.23026, -3.47001, 5.10101)
H (-0.62623, -2.88782, 2.72215)
C (0.70184, -1.96504, -2.37459)
C (-0.58263, -1.19249, -2.06123)
C (-1.62445, -1.64362, -3.04823)
C (-2.83824, -2.04372, -2.68956)
C (-3.30388, -1.83823, -1.31955)
C (-4.63341, -1.96486, -0.94379)
C (-5.07791, -1.54187, 0.30257)
C (-4.19835, -0.88952, 1.15802)
C (-2.87044, -0.77212, 0.78784)
S (-1.79233, 0.36011, 1.64350)
C (-2.37357, -1.34687, -0.39228)
N (-1.01495, -1.34797, -0.65545)
H (0.92918, -1.85057, -3.43522)
H (0.57214, -3.03050, -2.17697)
H (1.55425, -1.58326, -1.81401)
H (-1.31065, -1.69308, -4.08591)
H (-3.53596, -2.42640, -3.42613)
H (-5.33766, -2.37598, -1.65828)
H (-6.11907, -1.64834, 0.57862)
H (-4.55502, -0.42765, 2.07218)
O (-1.13354, 2.92057, 0.73476)
B (-1.95173, 1.82813, 0.54858)
O (-2.72356, 1.89485, -0.57999)
C (-2.37744, 3.12641, -1.14918)
C (-2.86013, 3.69010, -2.30354)
C (-2.32410, 4.93060, -2.64671)
C (-1.36391, 5.55430, -1.85313)
C (-0.89102, 4.96563, -0.67815)
C (-1.42511, 3.74102, -0.36507)
H (-3.61878, 3.20123, -2.90328)
H (-2.67150, 5.42457, -3.54498)
H (-0.98342, 6.52400, -2.14645)
H (-0.15647, 5.45093, -0.04460)

Properties
Lowest unoccupied orbital energy (alpha / beta) ... -5.331 / -7.152 eV
Multiplicity ... 4
Gap between HOMO and LUMO (alpha / beta) ... 7.3 / 5.6 eV
Charge ... +2
Energy ... -60990.7912 eV
Energy above the lowest of the compared OMol25 structures with the same formula, charge and spin ... 116.4 kJ/mol
Highest occupied orbital energy (alpha / beta) ... -12.65 / -12.77 eV

***

4.
# C2H3N3O

A single C2H3N3O molecule in a non-equilibrium geometry (wB97M-V/def2-TZVPD, the Open Molecules 2025 dataset).

Element x y z (Å)
N (0.83451, -1.35544, -0.39026)
C (0.15914, -0.17722, -0.21844)
N (0.60499, 0.99755, -0.56085)
O (-0.23973, 1.92612, -0.06859)
N (-1.34967, 1.20885, 0.52636)
C (-1.13678, -0.10637, 0.43003)
H (1.54895, -1.35289, -1.10033)
H (0.23290, -2.16725, -0.39243)
H (-1.27297, 0.91014, 1.56632)

Properties
Lowest unoccupied orbital energy ... -0.008 eV
Gap between HOMO and LUMO ... 9.5 eV
Charge ... 0
Energy ... -8635.0540 eV
Energy above the lowest of the compared OMol25 structures with the same formula, charge and spin ... 524.9 kJ/mol
Highest occupied orbital energy ... -9.51 eV

***

5.
# C5H8BCl2O2Pd

A molecular structure, C5H8BCl2O2Pd in a non-equilibrium geometry (wB97M-V/def2-TZVPD, the Open Molecules 2025 dataset).

Element x y z (Å)
C (-1.69887, 1.27475, 0.15496)
C (-1.40565, 0.53168, -1.10315)
Cl (-2.21816, 1.11383, -2.47037)
C (-0.54649, -0.52027, -1.21529)
Cl (-0.41678, -1.36990, -2.67054)
B (0.43155, -1.02024, 0.01602)
O (0.02006, -0.71768, 1.31295)
C (1.15299, -0.15563, 1.98193)
C (2.19295, 0.04619, 0.88339)
O (1.81161, -0.91730, -0.13215)
H (-2.60998, 0.88637, 0.60164)
H (-0.87229, 1.24656, 0.84520)
H (-1.89607, 2.31200, -0.09579)
H (0.19412, -2.27271, -0.10202)
H (1.46837, -0.87954, 2.72753)
H (0.94191, 0.78402, 2.48318)
H (3.20385, -0.13118, 1.21855)
H (2.08542, 1.00412, 0.37797)
Pd (-1.83855, -1.21508, -4.81400)

Properties
Lowest unoccupied orbital energy ... -8.347 eV
Gap between HOMO and LUMO ... 3.6 eV
Charge ... +1
Energy ... -38598.8269 eV
Highest occupied orbital energy ... -11.95 eV

***

6.
# C4H8B3FN5O5

2 unconnected molecules or ions with the total composition C4H8B3FN5O5 in a non-equilibrium geometry (wB97M-V/def2-TZVPD, the Open Molecules 2025 dataset).

Element x y z (Å)
N (-2.12562, -2.39738, -2.61476)
C (-1.81804, -1.23525, -3.14933)
O (-1.77686, 0.18918, -3.60024)
B (-1.29271, 0.94262, -2.39007)
O (0.16750, 0.94293, -2.17558)
B (0.49714, 0.80639, -0.71775)
C (1.72240, -0.21963, -0.34309)
C (1.53467, -1.06783, 1.04406)
N (0.13230, -1.10258, 1.60188)
N (2.59487, -0.56605, 2.01484)
N (1.88693, -2.53031, 0.70007)
O (-0.28340, 1.64121, 0.21485)
B (-1.73046, 1.39609, -0.12060)
N (-2.77031, 0.91027, 0.87974)
C (-3.45339, 2.04069, 1.34492)
O (-3.74366, 3.21855, 1.96406)
O (-2.24230, 1.66845, -1.51004)
H (1.90105, -0.97416, -1.22874)
H (2.71816, 0.43530, -0.28007)
H (-0.57363, -1.47174, 0.92864)
H (-0.15860, -0.20764, 2.05074)
H (2.66013, -1.15516, 2.87335)
H (2.47184, 0.44866, 2.22448)
H (2.69764, -2.56021, 0.03663)
H (1.01839, -2.86619, 0.18561)
F (-0.03402, 3.71377, 0.06641)

Properties
Lowest unoccupied orbital energy ... 2.174 eV
Gap between HOMO and LUMO ... 6.0 eV
Charge ... -1
Energy ... -26714.0204 eV
Energy above the lowest of the compared OMol25 structures with the same formula, charge and spin ... 780.9 kJ/mol
Highest occupied orbital energy ... -3.85 eV

***

7.
# C4H6O2

2 unconnected molecules or ions with the total composition C4H6O2 in a non-equilibrium geometry (wB97M-V/def2-TZVPD, the Open Molecules 2025 dataset).

Element x y z (Å)
C (-1.73589, 0.11609, -0.83512)
C (-0.31924, 0.09858, -0.34068)
C (0.32345, 1.18266, 0.09335)
O (1.59382, 1.25065, 0.56695)
C (2.20274, -1.77055, 1.31083)
O (2.13272, -2.83715, 1.68656)
H (-2.38197, -0.53042, -0.22864)
H (-2.15220, 1.12849, -0.79920)
H (-1.80812, -0.23899, -1.87030)
H (0.19720, -0.86144, -0.34533)
H (-0.14775, 2.16346, 0.10042)
H (1.95320, 0.35230, 0.63117)

Properties
Lowest unoccupied orbital energy ... 0.836 eV
Gap between HOMO and LUMO ... 9.4 eV
Charge ... 0
Energy ... -8339.1736 eV
Energy above the lowest of the compared OMol25 structures with the same formula, charge and spin ... 124.2 kJ/mol
Highest occupied orbital energy ... -8.57 eV

***

8.
# C10H38O10

10 unconnected molecules or ions with the total composition C10H38O10 in a non-equilibrium geometry (wB97M-V/def2-TZVPD, the Open Molecules 2025 dataset).

Element x y z (Å)
C (-0.19919, -0.02041, 0.43431)
O (-0.72732, -0.40594, 1.64593)
H (-0.92737, 0.48337, -0.20135)
H (0.60915, 0.68138, 0.63965)
H (0.14861, -0.81632, -0.22422)
C (-3.94892, -0.55187, -1.39677)
O (-4.29608, 0.47352, -0.49778)
H (-4.42318, -1.50582, -1.16622)
H (-4.21612, -0.32365, -2.42858)
H (-2.89043, -0.80056, -1.32035)
C (0.85971, 1.88977, 4.14298)
O (1.07321, 0.86934, 5.09807)
H (0.42071, 1.49796, 3.22545)
H (0.23066, 2.62239, 4.64861)
H (1.78077, 2.33747, 3.76973)
H (1.18313, 1.28808, 5.95491)
C (-0.67114, -2.36546, -3.00617)
O (0.19605, -2.76166, -4.04888)
H (-1.44254, -3.13462, -2.96825)
H (-0.17975, -2.36332, -2.03323)
H (-1.22703, -1.45315, -3.22250)
H (0.87006, -2.08075, -4.10947)
C (3.94126, -0.78243, -1.38620)
O (4.75598, -1.40769, -0.42347)
H (4.11611, -1.25388, -2.35329)
H (2.87870, -0.87682, -1.16225)
H (4.33683, 0.23323, -1.37810)
H (4.46686, -0.97574, 0.38364)
C (-1.59806, 3.45575, 1.96381)
O (-2.50608, 2.43376, 1.60080)
H (-0.70192, 3.20202, 1.39754)
H (-1.98767, 4.39629, 1.57433)
H (-1.49033, 3.54673, 3.04465)
H (-2.54821, 2.62380, 0.66074)
C (2.26180, 2.81751, -0.31366)
O (2.75505, 4.18005, -0.52180)
H (1.85891, 2.43440, -1.25121)
H (3.19396, 2.25910, -0.22784)
H (1.56011, 2.71862, 0.51455)
H (2.00902, 4.77430, -0.41265)
C (-1.95952, 2.83833, -2.47129)
O (-2.24060, 2.73421, -1.05235)
H (-1.66253, 3.85061, -2.74550)
H (-1.23289, 2.07035, -2.73643)
H (-2.84307, 2.59686, -3.06217)
H (-2.61952, 1.85995, -0.93532)
C (-2.02390, -3.80781, 0.48467)
O (-2.59078, -3.16762, 1.67137)
H (-1.33872, -4.64858, 0.59298)
H (-2.85720, -4.14467, -0.13196)
H (-1.44072, -3.04911, -0.03722)
H (-2.37784, -3.61563, 2.49329)
C (2.58870, -3.79327, 0.38301)
O (2.03167, -2.66137, 1.03849)
H (3.45351, -4.09482, 0.97400)
H (1.88720, -4.62743, 0.37034)
H (2.97495, -3.67160, -0.62897)
H (2.72583, -2.00724, 1.14742)

Properties
Lowest unoccupied orbital energy ... 4.433 eV
Gap between HOMO and LUMO ... 3.5 eV
Charge ... -2
Energy ... -31451.7077 eV
Energy above the lowest of the compared OMol25 structures with the same formula, charge and spin ... 210.1 kJ/mol
Highest occupied orbital energy ... 0.92 eV